Density functional theory data (ωB97M-V with the def2-TZVPD basis set) for C37H42N4O4 as an isolated structure.

Results
* multiplicity: 1
* LUMO level: -0.0209 Eh
* electronic energy: -53195.3518 eV
* HOMO-LUMO gap: 6.51 eV
* HOMO energy: -7.077 eV

Last column: Löwdin charge in e.
Positions of all 87 atoms, in Å:
C: -7.59857 -2.48255 3.75085  -0.070
N: -7.15709 -1.12412 3.47654  -0.196
C: -8.10177 -0.31453 2.72760  -0.064
C: -5.86182 -0.72489 3.72629  -0.227
C: -5.42241 0.59636 3.46670  -0.012
C: -4.13699 1.00608 3.81518  -0.021
C: -3.23291 0.12240 4.42141  -0.222
C: -1.83377 0.56619 4.80948  -0.088
C: -0.76760 -0.39107 4.47018  -0.014
C: 0.44466 -0.13532 3.82566  -0.104
C: 1.39058 -1.21754 3.50895  -0.171
C: 0.98321 -2.57566 3.44873  -0.024
C: 1.89700 -3.60913 3.32058  -0.020
C: 3.27933 -3.34318 3.16731  -0.229
N: 4.17433 -4.35821 2.94769  -0.201
C: 5.58420 -4.09409 2.75455  -0.071
C: 3.80319 -5.74821 3.08355  -0.069
C: 3.70086 -1.99241 3.21540  -0.022
C: 2.78024 -0.96686 3.36229  -0.025
C: 0.84944 1.25288 3.51884  -0.184
C: 0.67598 2.18369 4.53896  -0.037
C: 1.19183 3.46232 4.51632  0.009
C: 1.73640 3.93193 3.30908  -0.231
N: 2.17348 5.23211 3.22862  -0.215
C: 2.48787 5.98119 4.43305  -0.072
C: 2.00412 6.02508 2.03249  -0.065
C: 1.83657 3.03982 2.20614  -0.008
C: 1.48862 1.70095 2.34153  -0.028
C: -3.62476 -1.21185 4.58406  -0.039
C: -4.92149 -1.62234 4.27401  -0.018
H: -7.30439 -2.78963 4.76285  0.086
H: -8.68972 -2.51471 3.67307  0.080
H: -7.17832 -3.20709 3.03467  0.095
H: -8.10114 0.72053 3.08593  0.081
H: -7.88200 -0.30600 1.64801  0.096
H: -9.09896 -0.74142 2.86764  0.080
H: -6.11218 1.30610 3.02271  0.093
H: -3.82832 2.02203 3.57166  0.121
H: -1.66375 1.62393 4.60589  0.109
H: -1.00440 -1.44880 4.66809  0.092
H: -0.08695 -2.80464 3.49712  0.110
H: 1.53344 -4.63324 3.32007  0.092
H: 5.73717 -3.30667 2.00459  0.087
H: 6.07326 -3.77061 3.68903  0.096
H: 6.06722 -5.01139 2.40925  0.080
H: 2.86756 -5.95994 2.54189  0.082
H: 4.60153 -6.36448 2.65989  0.081
H: 3.65538 -6.04095 4.13522  0.097
H: 4.76128 -1.74782 3.13666  0.096
H: 3.15619 0.05565 3.39015  0.112
H: 0.11117 1.85321 5.38158  0.060
H: 1.10756 4.08408 5.40515  0.102
H: 3.17825 5.40902 5.07445  0.097
H: 2.97470 6.91896 4.13571  0.083
H: 1.58905 6.22083 5.02733  0.088
H: 2.03390 5.39555 1.13681  0.072
H: 1.04753 6.57421 2.03999  0.093
H: 2.81842 6.76540 1.99139  0.086
H: 2.24426 3.39571 1.26900  0.096
H: 1.66978 0.99897 1.53116  0.120
H: -2.92598 -1.96244 4.93933  0.107
H: -5.20701 -2.65088 4.48121  0.093
C: 2.79567 0.35216 8.10724  -0.071
C: 1.79426 1.46536 7.92996  -0.207
O: 0.51999 0.84019 7.53985  -0.004
C: -0.43562 1.77934 7.33822  -0.463
C: -1.70279 1.25030 6.66500  -0.030
C: -2.88967 1.95963 7.19001  -0.157
C: -2.88111 3.31164 7.64073  0.002
C: -3.99111 3.90194 8.23195  0.016
C: -5.15566 3.15052 8.45897  -0.166
N: -6.17482 3.66550 9.31521  -0.322
O: -7.17103 2.95184 9.57302  0.044
O: -6.01838 4.81081 9.80562  0.041
C: -5.21301 1.82758 7.97551  0.007
C: -4.10323 1.24048 7.39145  -0.013
O: -0.21331 2.94792 7.65653  0.048
H: 3.75088 0.76218 8.45362  0.080
H: 2.45307 -0.37193 8.85434  0.081
H: 2.97163 -0.16047 7.16067  0.074
H: 1.67374 2.05482 8.85810  0.129
H: 2.09923 2.14372 7.12028  0.116
H: -1.75321 0.18216 6.82783  0.120
H: -1.98302 3.90819 7.57784  0.100
H: -3.97376 4.94004 8.54264  0.117
H: -6.15311 1.28668 8.08508  0.118
H: -4.16972 0.18337 7.10773  0.117

Density functional theory data (ωB97M-V with the def2-TZVPD basis set) for C37H42N4ORuS2 as an isolated structure.

Results
* relative energy (zero: lowest compared OMol25 entry of this formula, charge and spin): 0.000 eV
* multiplicity: 1
* LUMO level (alpha / beta): -0.0671 / -0.0672 Eh
* electronic energy: -71311.1135 eV
* HOMO-LUMO gap (alpha / beta): 6.23 / 6.23 eV
* HOMO energy (alpha / beta): -8.057 / -8.057 eV

Last column: Löwdin charge in e.
Positions of all 87 atoms, in Å:
Ru: 0.17803 -1.17413 -0.16539  0.890
C: 0.60187 -3.52086 1.91270  -0.053
C: 1.39791 -2.90692 3.06315  -0.347
C: 2.87558 -2.64567 2.76816  -0.042
C: 0.70273 -1.67115 3.61556  -0.131
C: 0.29586 -1.75122 4.94234  -0.028
C: -0.33465 -0.70205 5.58814  -0.054
C: -0.60729 0.44851 4.88337  -0.030
C: -0.24218 0.58533 3.54552  -0.142
C: -0.68685 1.86095 2.83932  -0.376
C: 0.05204 3.09292 3.37030  -0.047
C: -2.19851 2.06225 2.96988  -0.060
C: 0.46202 -0.46250 2.92415  -0.166
N: 0.90982 -0.20560 1.55978  -0.024
C: 1.70754 0.78206 1.43793  -0.093
C: 2.02658 1.47762 0.20666  -0.131
C: 2.97084 2.50296 0.34057  -0.018
C: 3.28113 3.34811 -0.70051  -0.058
C: 2.59929 3.20272 -1.90337  -0.049
C: 1.65023 2.21417 -2.05202  -0.036
C: 1.36225 1.30862 -1.02284  -0.195
N: 0.43275 0.27179 -1.25764  -0.087
C: -0.46015 0.45797 -2.40064  -0.201
C: -0.18855 -0.14057 -3.64694  -0.145
C: -1.18686 -0.05151 -4.61539  -0.037
C: -2.37754 0.61069 -4.39701  -0.048
C: -2.57976 1.25730 -3.19423  -0.020
C: -1.63085 1.20206 -2.18037  -0.135
C: -1.89470 1.97319 -0.89669  -0.372
C: -3.35638 1.87781 -0.45306  -0.063
C: -1.51398 3.44897 -1.05454  -0.037
C: 1.07069 -0.86863 -4.15026  -0.347
C: 2.44548 -0.43123 -3.65241  -0.053
C: 0.92712 -2.39048 -4.07749  -0.080
H: 1.13017 -4.31529 1.39036  0.087
H: 0.35505 -2.71637 1.21814  -0.033
H: -0.37322 -3.87511 2.24769  0.099
H: 1.37853 -3.64300 3.86956  0.125
H: 3.02837 -1.87118 2.02521  0.048
H: 3.36449 -3.55774 2.41793  0.084
H: 3.38061 -2.32729 3.68227  0.088
H: 0.48923 -2.67004 5.48226  0.115
H: -0.62460 -0.79334 6.62677  0.109
H: -1.12639 1.26381 5.37133  0.112
H: -0.47254 1.76962 1.77561  0.096
H: -0.20756 3.27573 4.41530  0.082
H: -0.22734 3.97880 2.79695  0.082
H: 1.13721 2.98455 3.31751  0.069
H: -2.50259 2.16376 4.01296  0.077
H: -2.75247 1.23086 2.53300  0.063
H: -2.49318 2.98089 2.45725  0.077
H: 2.13321 1.21756 2.34121  0.141
H: 3.45894 2.62445 1.30021  0.120
H: 4.02222 4.12578 -0.57557  0.109
H: 2.80168 3.87064 -2.73050  0.115
H: 1.11381 2.12768 -2.98446  0.122
H: -1.01059 -0.52357 -5.57545  0.120
H: -3.13796 0.63433 -5.16652  0.110
H: -3.49932 1.80260 -3.03224  0.112
H: -1.27917 1.54004 -0.10743  0.075
H: -4.01021 2.44508 -1.11856  0.080
H: -3.47416 2.30914 0.54086  0.062
H: -3.71081 0.85031 -0.41757  0.053
H: -2.13034 3.91510 -1.82725  0.087
H: -0.46723 3.58397 -1.32994  0.064
H: -1.69171 3.98414 -0.11808  0.078
H: 1.07298 -0.62529 -5.21685  0.126
H: 2.61525 -0.62988 -2.59852  0.050
H: 2.62718 0.62558 -3.82847  0.070
H: 3.20383 -0.98137 -4.21424  0.088
H: 0.91387 -2.74723 -3.05151  0.000
H: 1.77290 -2.86097 -4.58508  0.086
H: 0.00594 -2.72665 -4.55379  0.084
S: -1.17892 -2.58604 -1.45184  0.656
C: -2.50612 -1.99409 -0.51095  -1.042
S: -1.90378 -1.15452 0.89413  0.702
C: -3.82331 -2.12519 -0.83157  -0.363
C: -4.82632 -1.59404 0.03808  -0.250
N: -5.60239 -1.15093 0.76397  0.166
C: -4.22048 -2.75961 -2.05011  -0.236
N: -4.54246 -3.26851 -3.03048  0.161
C: 2.40242 -3.23534 -0.94215  -0.070
C: 2.13930 -1.83621 -0.40924  -0.460
O: 3.06752 -1.10919 -0.17492  0.014
H: 2.87529 -3.13468 -1.92101  0.080
H: 1.49804 -3.83060 -1.03532  0.044
H: 3.11557 -3.72469 -0.27563  0.082

Density functional theory data (ωB97M-V with the def2-TZVPD basis set) for C37H43BrN4O2Ru as an isolated structure.

Results
* relative energy (zero: lowest compared OMol25 entry of this formula, charge and spin): 0.000 eV
* multiplicity: 5
* LUMO level (alpha / beta): -0.2101 / -0.3243 Eh
* ⟨S²⟩: 6.05
* electronic energy: -121732.8954 eV
* HOMO-LUMO gap (alpha / beta): 8.46 / 5.47 eV
* total charge: +2
* HOMO energy (alpha / beta): -14.177 / -14.292 eV

Last column: Löwdin charge in e.
Positions of all 88 atoms, in Å:
Ru: -0.52080 -0.28847 -0.42536  1.199
C: 1.83088 -4.32154 1.78164  -0.064
C: 0.30748 -4.13922 1.66629  -0.376
C: -0.40086 -5.47306 1.95073  -0.032
C: -0.16333 -3.05770 2.60958  -0.087
C: 0.13543 -3.17304 3.94616  0.007
C: -0.22845 -2.18132 4.85370  0.036
C: -0.91375 -1.02979 4.43988  0.007
C: -1.22404 -0.82696 3.12303  -0.111
C: -2.14904 0.29947 2.73075  -0.385
C: -3.59813 -0.21425 2.75650  -0.020
C: -2.00734 1.53511 3.61973  -0.056
C: -0.85357 -1.85894 2.17536  -0.114
N: -1.24893 -1.71591 0.86917  -0.019
C: -2.04492 -2.72148 0.30872  -0.420
O: -2.57593 -3.59970 0.93684  0.147
C: -2.24682 -2.52568 -1.16101  -0.155
C: -2.89024 -3.42082 -1.98857  0.056
C: -2.96199 -3.12935 -3.34611  0.019
C: -2.38141 -1.96396 -3.83319  0.056
C: -1.75671 -1.12095 -2.93852  -0.155
N: -1.71039 -1.40165 -1.63658  0.002
C: -1.04392 0.14278 -3.31344  -0.421
O: -1.09030 0.62260 -4.41668  0.148
N: -0.41491 0.73388 -2.21865  -0.030
C: 0.37579 1.83814 -2.42084  -0.111
C: -0.04472 3.10606 -1.85799  -0.100
C: 0.76826 4.18642 -2.05433  0.007
C: 1.97762 4.06956 -2.76277  0.036
C: 2.34784 2.87202 -3.36480  0.005
C: 1.56376 1.74720 -3.24667  -0.086
C: 1.99151 0.48937 -3.95755  -0.376
C: 3.45402 0.13610 -3.63670  -0.068
C: 1.82164 0.64987 -5.47864  -0.030
C: -1.42477 3.28458 -1.25272  -0.358
C: -2.03836 4.64820 -1.57791  -0.054
C: -1.40710 3.09035 0.26461  -0.062
H: 2.19568 -4.92888 0.95225  0.091
H: 2.08926 -4.83944 2.70716  0.087
H: 2.36330 -3.36851 1.77126  0.055
H: 0.08035 -3.83834 0.64388  0.102
H: -0.19939 -5.80651 2.97095  0.089
H: -0.02060 -6.23767 1.27190  0.095
H: -1.47867 -5.39241 1.82464  0.072
H: 0.66479 -4.04856 4.29979  0.130
H: 0.00926 -2.30794 5.90342  0.131
H: -1.23552 -0.31323 5.18430  0.124
H: -1.92874 0.57139 1.70183  0.073
H: -3.85182 -0.56833 3.75765  0.100
H: -3.75064 -1.04187 2.06136  0.078
H: -4.28823 0.58928 2.49425  0.094
H: -2.44786 1.36588 4.60451  0.090
H: -2.54147 2.37516 3.17608  0.085
H: -0.96543 1.82562 3.76973  0.073
H: -3.32038 -4.31820 -1.56357  0.141
H: -3.45935 -3.81193 -4.02217  0.132
H: -2.40572 -1.69615 -4.88128  0.141
H: 0.46014 5.16251 -1.70404  0.125
H: 2.61244 4.94088 -2.87542  0.131
H: 3.25720 2.82742 -3.95063  0.130
H: 1.35882 -0.33414 -3.62876  0.101
H: 4.14030 0.77940 -4.18989  0.086
H: 3.65929 -0.89212 -3.93657  0.090
H: 3.68242 0.23750 -2.57351  0.056
H: 2.41477 1.49090 -5.84354  0.091
H: 0.78355 0.81816 -5.75689  0.072
H: 2.18079 -0.25176 -5.97608  0.095
H: -2.06513 2.52002 -1.69248  0.133
H: -1.57467 5.45031 -0.99886  0.086
H: -3.09861 4.63865 -1.32530  0.093
H: -1.94981 4.88788 -2.63814  0.097
H: -0.65980 3.73994 0.72718  0.096
H: -1.17866 2.06083 0.53854  0.006
H: -2.38290 3.33653 0.68680  0.097
C: 2.50091 3.01587 3.17975  -0.015
C: 2.46062 1.86687 2.20943  -0.216
C: 3.59283 1.13138 1.87406  0.025
C: 3.50804 0.07601 0.97616  -0.062
C: 2.27235 -0.19944 0.44361  -0.693
Br: 2.03824 -1.64906 -0.76207  0.888
N: 1.16749 0.49038 0.72911  -0.085
C: 1.27107 1.50078 1.59978  -0.069
H: 3.47026 3.07865 3.66994  0.090
H: 1.73641 2.90636 3.95030  0.088
H: 2.32087 3.96486 2.67085  0.096
H: 4.54994 1.38256 2.31596  0.136
H: 4.37178 -0.51499 0.70435  0.123
H: 0.35675 2.03959 1.80480  0.090

Density functional theory data (ωB97M-V with the def2-TZVPD basis set) for C37H43LaO3Si as an isolated structure.

Results
* relative energy (zero: lowest compared OMol25 entry of this formula, charge and spin): 0.000 eV
* multiplicity: 1
* LUMO level: 0.0038 Eh
* electronic energy: -53949.1999 eV
* HOMO-LUMO gap: 8.06 eV
* HOMO energy: -7.951 eV

Last column: Löwdin charge in e.
Positions of all 85 atoms, in Å:
O: -0.13889 -1.52538 -1.61076  -0.288
C: -0.37748 -1.37775 -3.08064  -0.111
C: -1.01473 -2.75198 -3.19996  -0.070
H: 0.58232 -1.26734 -3.59711  0.126
H: -1.06065 -0.54043 -3.27654  0.114
C: -0.70984 -2.90656 -1.70334  -0.522
H: -0.47450 -3.43107 -3.86697  0.097
H: -2.08366 -2.73141 -3.43669  0.126
C: 0.36458 -3.93972 -1.43450  -0.012
H: 1.24380 -3.74407 -2.06272  0.101
H: -0.01348 -4.94234 -1.67769  0.099
H: 0.65077 -3.93925 -0.37381  0.073
C: -1.92315 -3.06232 -0.80606  -0.010
H: -2.72483 -2.37863 -1.10470  0.073
H: -1.66216 -2.87155 0.24550  0.068
H: -2.30903 -4.08982 -0.87363  0.102
La: 0.36418 0.42609 -0.04769  2.037
C: -1.87316 1.45856 1.13267  -0.221
C: -1.63291 2.33166 0.03337  -0.228
C: -1.95798 1.63657 -1.16300  -0.211
H: -1.32838 3.37175 0.10719  0.086
C: -2.37115 0.32304 -0.80322  -0.236
C: -2.30032 0.20129 0.61786  -0.230
H: -2.57933 -0.67036 1.21298  0.102
H: -1.83017 1.74206 2.18265  0.100
H: -1.97484 2.06056 -2.16757  0.098
H: -2.80227 -0.41178 -1.48769  0.087
C: 1.64519 -0.06996 2.41217  -0.201
C: 0.45767 -0.85140 2.40819  -0.212
C: 0.61035 -1.87353 1.42634  -0.249
H: -0.38669 -0.73446 3.09168  0.108
C: 1.88555 -1.69680 0.79961  -0.242
C: 2.52639 -0.60083 1.43232  -0.214
H: 3.54948 -0.26490 1.25193  0.093
H: 1.88110 0.72762 3.11634  0.093
H: -0.05582 -2.72242 1.29982  0.078
H: 2.32307 -2.33541 0.03518  0.093
O: -0.14094 -4.19792 -6.06547  -0.176
C: -0.86082 -5.44891 -6.02015  -0.203
C: -0.79304 -6.14413 -7.39350  -0.160
H: -1.90854 -5.24261 -5.74200  0.115
H: -0.42371 -6.06760 -5.21764  0.116
C: -0.33862 -5.02699 -8.35446  -0.161
H: -1.75316 -6.58216 -7.67363  0.108
H: -0.03203 -6.93546 -7.36073  0.110
C: 0.34223 -4.00825 -7.41845  -0.190
H: -1.21632 -4.56436 -8.82585  0.109
H: 0.33642 -5.38662 -9.13335  0.108
H: 0.15480 -2.96247 -7.71440  0.117
H: 1.43808 -4.17209 -7.43653  0.117
O: 1.54185 2.29413 0.24389  -0.554
Si: 1.89487 3.59522 1.15440  0.452
C: 2.39253 5.08102 0.13707  -0.223
C: 3.54222 5.80827 0.47573  -0.080
C: 3.82696 7.01726 -0.16815  -0.086
C: 2.98262 7.47964 -1.18231  -0.098
C: 1.87560 6.71818 -1.57411  -0.093
C: 1.59672 5.50092 -0.94064  -0.105
C: 0.43655 4.10933 2.23622  -0.233
C: 0.21973 3.42930 3.44088  -0.109
C: -0.87382 3.75647 4.24930  -0.089
C: -1.77115 4.74764 3.84257  -0.093
C: -1.54530 5.44552 2.65402  -0.082
C: -0.42141 5.15352 1.86973  -0.093
C: 3.27751 3.34593 2.39086  -0.258
C: 4.27979 2.40022 2.14923  -0.099
C: 5.25371 2.15320 3.12160  -0.085
C: 5.26080 2.88072 4.31882  -0.093
C: 4.32366 3.89990 4.51804  -0.083
C: 3.34421 4.13841 3.54837  -0.102
H: 4.21792 5.43503 1.24724  0.096
H: 4.71541 7.58131 0.11884  0.100
H: 3.20504 8.42231 -1.68461  0.098
H: 1.23121 7.06363 -2.38443  0.098
H: 0.76434 4.88220 -1.28658  0.103
H: 0.91405 2.64783 3.76431  0.095
H: -1.02436 3.21884 5.18603  0.102
H: -2.65407 4.96420 4.44587  0.100
H: -2.24542 6.21112 2.31839  0.101
H: -0.22212 5.73898 0.97010  0.095
H: 4.30004 1.85375 1.20481  0.096
H: 6.00594 1.38051 2.94762  0.100
H: 5.99417 2.65702 5.09524  0.098
H: 4.34218 4.50615 5.42773  0.102
H: 2.62321 4.94432 3.70863  0.112

| no. | molar mass (g mol⁻¹) |
| --- | --- |
| 1 | 606.77 |
| 2 | 723.97 |
| 3 | 756.75 |
| 4 | 702.74 |